(1)
Molecular formula: C10H13N
Method: DFT, ωB97M-V with the def2-TZVPD basis set

Computed properties:
HOMO-LUMO gap   0.363 Eh
Maximum force   1.93 eV/Å
Energy relative to the best compared isomer or geometry (same formula, charge and spin)   4.8353 eV
Structure (SMILES)   C#CCC#N.CCC#CCC

Cartesian coordinates (Å):
H (-0.25222, 2.78906, -1.26318)
H (-1.45976, -2.79910, -1.46313)
H (-3.45594, -1.74240, -0.92594)
C (-0.58238, 3.07178, -0.24130)
H (-3.29046, -1.92647, 0.81172)
C (3.71623, -0.24424, -0.30175)
H (-0.99052, -3.06373, 0.24251)
H (-2.64938, 2.74675, -0.58311)
H (2.07194, 0.44746, -1.42671)
H (-2.45599, -3.78407, -0.39740)
H (2.55846, 1.48592, -0.19773)
C (2.37109, 0.42024, -0.36288)
H (0.16546, 2.92085, 0.54550)
H (-2.18395, 2.60656, 1.12432)
C (1.29590, -0.12881, 0.48620)
C (-2.20839, -0.32966, -0.03763)
H (-0.09718, -1.10725, 2.05000)
H (-0.75296, 4.14598, -0.23608)
C (-2.73515, -1.71557, -0.10740)
C (0.58392, -0.69614, 1.29497)
C (-1.90045, 2.33556, 0.08921)
N (4.59440, -0.97025, -0.08375)
C (-1.94411, 0.86403, 0.00059)
C (-1.82473, -2.89850, -0.43578)

Mulliken atomic charges, in units of e: 0.263 0.257 0.267 -0.972 0.329 0.040 0.311 0.319 0.346 0.348 0.269 -0.463 0.210 0.274 -0.365 0.115 0.448 0.385 -0.637 0.081 -0.625 -0.362 0.191 -1.029

---

(2)
Molecular formula: C21H15Cl2N6O5ReS3
Method: DFT, ωB97M-V with the def2-TZVPD basis set

Computed properties:
HOMO-LUMO gap (alpha / beta)   0.231 / 0.235 Eh
Maximum force   1.15 eV/Å
Energy relative to the best compared isomer or geometry (same formula, charge and spin)   0.6823 eV
Charge   +1
2S+1   2
Expectation value of S²   0.76

Cartesian coordinates (Å):
H (-4.75345, -2.13073, 0.90550)
C (-6.00442, -0.49942, 0.86200)
S (1.78597, 1.28783, -0.50695)
N (1.24576, 1.38448, -3.10241)
H (5.42635, -2.36254, -2.02138)
H (3.92111, -0.77096, -0.83751)
H (-6.88098, -1.12048, 0.97941)
C (-0.91615, 2.67366, 3.43496)
C (1.49559, -1.19017, 2.33428)
H (5.31778, -2.59512, -4.46914)
H (-4.77924, 2.59254, 0.51082)
Cl (0.88990, 1.59912, 6.84145)
C (-0.51051, 1.73101, 2.52022)
O (0.56395, -2.65758, -2.69136)
C (-4.82560, 1.51063, 0.59248)
H (-6.98895, 1.39081, 0.80309)
H (2.67543, -2.16823, 3.82770)
C (1.98439, 0.84039, -2.20610)
S (-2.20545, -1.38012, 0.65557)
O (2.15849, 1.74915, -5.47552)
C (4.70901, -1.77791, -2.58322)
C (0.33588, 0.70547, 2.98790)
S (1.61117, 0.74115, -4.63181)
C (3.87149, -0.89430, -1.91166)
C (3.71155, -1.20184, -4.71360)
C (1.66376, -0.45033, 4.61059)
C (-0.48254, 2.61324, 4.77288)
N (-4.80874, -1.12454, 0.81283)
C (0.35854, 1.62782, 5.20277)
H (2.04318, -0.56075, 5.61795)
N (-0.96207, -0.99490, -2.48331)
C (2.87972, -0.34684, -4.03078)
C (2.97002, -0.16120, -2.65916)
H (1.75118, -1.87321, 1.53279)
C (0.08790, -1.79210, -2.01022)
H (-0.96734, -0.94923, -3.49195)
C (4.64111, -1.91801, -3.96384)
H (3.64243, -1.31707, -5.78766)
N (-3.67021, 0.87758, 0.51486)
H (-0.60328, 0.98470, -2.38483)
H (-2.09247, 0.51000, -1.86530)
C (0.80215, 0.62294, 4.30580)
O (0.43098, 0.04130, -5.05135)
C (-6.05380, 0.85333, 0.76483)
C (-3.63350, -0.44697, 0.65519)
N (0.66842, -0.19984, 2.02579)
O (-0.85402, 1.69970, 1.23473)
H (-0.82451, 3.36728, 5.46888)
Re (-0.20936, 0.12811, 0.16176)
C (2.00989, -1.34176, 3.62396)
Cl (-1.97375, 3.93023, 2.92477)
N (-1.10978, 0.27475, -1.84986)
O (0.45703, -1.51109, -0.75686)

Mulliken atomic charges, in units of e: 0.265 -0.037 -0.405 -0.717 0.401 0.402 0.417 0.558 -0.036 0.415 0.463 -0.222 0.265 -0.616 0.012 0.414 0.444 0.794 -0.462 -0.610 -0.673 0.745 1.094 -0.506 -0.732 -0.599 -0.622 -0.024 0.682 0.464 -0.181 0.190 0.628 0.485 0.440 0.361 -0.484 0.461 -0.313 0.306 0.318 -0.440 -0.627 -0.734 0.500 0.268 -0.768 0.474 0.536 -0.981 -0.187 -0.403 -0.421

---

(3)
Molecular formula: C30H46BrN3P2PbSe
Method: DFT, ωB97M-V with the def2-TZVPD basis set

Computed properties:
HOMO-LUMO gap (alpha / beta)   0.147 / 0.134 Eh
Maximum force   3.80 eV/Å
Energy relative to the best compared isomer or geometry (same formula, charge and spin)   0.0000 eV
Charge   +4

Cartesian coordinates (Å):
H (0.31863, -4.11063, -1.20042)
H (-0.07650, 1.64736, -6.17960)
H (-5.45716, -3.40136, 0.66518)
C (7.20545, -0.37901, -2.69162)
H (-3.40215, -1.95474, -3.66494)
C (5.47134, 0.56089, -1.23313)
C (-1.22022, -2.78235, -0.52213)
H (-0.16568, -2.65703, 2.35356)
N (-1.91100, 3.68995, 4.46706)
P (-1.57447, 1.33784, -3.93326)
C (7.85086, 0.15084, -0.42939)
C (1.32746, -0.23066, 1.54493)
C (2.67499, -0.26130, 1.15817)
H (-1.98360, -3.38650, -1.04622)
C (-1.14347, 2.56183, 4.67037)
C (0.25139, 1.21751, -4.09149)
H (6.48173, -0.39212, -3.50539)
C (-3.29239, -0.89524, -3.93207)
N (-1.92115, 1.77754, 5.49800)
H (3.44822, -0.50279, 1.87812)
C (-3.10075, 3.61290, 5.16516)
C (6.85788, 0.11964, -1.42769)
H (-4.16803, -1.85065, 1.93380)
C (0.02176, -3.64733, -0.25071)
C (-2.74898, 3.68162, -3.01247)
C (-1.58991, 0.41909, 5.86233)
C (-1.24602, -2.51463, 2.51074)
C (-1.56902, 4.72704, 3.52444)
H (7.65390, 0.55311, 0.55912)
H (-0.48214, 4.73114, 3.40844)
H (-1.35899, -4.02709, 4.03493)
C (-3.79483, -2.05497, 0.91456)
C (8.51184, -0.82835, -2.91167)
C (0.66189, 0.19180, -0.73708)
H (0.37247, -0.04471, -5.86961)
C (0.56885, 0.99743, -5.57351)
H (8.79447, -1.20863, -3.90041)
H (-3.82717, 4.41283, 5.13416)
H (-4.37808, -3.34727, -0.73079)
C (9.13033, -0.31837, -0.75067)
H (9.93604, -0.30302, -0.00629)
H (-0.50631, 0.29182, 5.77316)
H (-1.90402, 0.23442, 6.89769)
Se (0.50465, 2.20583, 4.02318)
H (1.11047, -0.32132, 2.60582)
H (-0.08558, 0.45784, -1.47882)
H (-3.50341, 3.35477, -3.73694)
H (2.18809, -0.21414, -2.20628)
H (-3.83941, 1.94025, 6.45152)
H (0.64411, 0.41077, -3.46889)
C (-4.40590, -3.34354, 0.36447)
H (-1.22529, -0.97943, -3.26782)
H (-4.09847, -1.19041, 0.29047)
H (-3.90923, -4.24659, 0.73896)
H (-3.17144, -0.82872, -5.01979)
H (0.68384, 2.15126, -3.70479)
P (-1.98989, -2.06115, 0.93882)
H (-2.48210, 1.94001, -1.73751)
H (-2.09515, -0.30460, 5.20396)
Br (-1.58721, 0.29067, 1.04644)
H (-2.94268, -3.59470, 3.34705)
H (-2.09717, 4.42534, -3.48646)
H (-1.91363, 5.69173, 3.90625)
H (-0.96444, -1.94661, -1.20004)
C (1.98136, 0.03082, -1.14036)
C (0.31079, -0.01879, 0.60752)
C (-3.10274, 2.41557, 5.81577)
C (-2.08297, -0.29276, -3.20627)
H (1.62092, 1.22338, -5.79366)
H (-3.26064, 4.15689, -2.16934)
Pb (4.06011, 1.44199, -2.68764)
C (-1.88444, -3.77184, 3.10706)
H (-1.80027, -4.63953, 2.43439)
H (0.85862, -3.02728, 0.10541)
C (4.29560, 0.40897, -0.72295)
H (-2.03269, 4.54491, 2.54599)
H (-2.30827, -0.16205, -2.13562)
H (-0.98011, 2.80125, -2.06773)
C (-1.92892, 2.47932, -2.52254)
H (-4.21664, -0.37222, -3.65675)
H (-1.33880, -1.65365, 3.19669)
N (9.42374, -0.78820, -1.95457)
H (-0.17667, -4.46215, 0.46501)
C (3.02438, 0.03029, -0.18337)

Mulliken atomic charges, in units of e: 0.440 0.403 0.386 -0.363 0.361 -0.138 0.472 0.446 0.190 -0.224 -0.368 -0.520 -1.124 0.651 -0.016 0.508 0.198 -1.432 0.194 0.610 -0.344 1.226 0.475 -1.314 -1.307 -0.892 0.013 -0.861 0.422 0.341 0.419 -0.428 -0.481 1.090 0.352 -1.372 0.373 0.498 0.399 -0.352 0.380 0.315 0.378 0.102 0.959 -0.156 0.359 0.939 0.490 -0.547 -1.306 0.341 0.554 0.383 0.400 0.450 0.380 0.037 0.318 0.026 0.373 0.349 0.338 -0.564 -1.063 -0.319 -0.345 0.619 0.355 0.366 0.745 -1.362 0.363 0.245 -0.375 0.347 -0.491 0.250 0.026 0.365 -0.020 -0.461 0.352 0.175

---

(4)
Molecular formula: C40H40F6N2P
Method: DFT, ωB97M-V with the def2-TZVPD basis set

Computed properties:
HOMO-LUMO gap   0.295 Eh
Maximum force   4.00 eV/Å
Charge   +1

Cartesian coordinates (Å):
H (4.84172, -3.51141, -1.48463)
H (-2.88836, 1.05032, -1.00943)
C (2.93551, 0.76770, 2.15496)
H (-0.25023, -5.60447, 4.88625)
C (3.56345, -4.65158, -4.29345)
C (1.92022, 0.29418, 1.32467)
H (-0.74389, 1.12676, 3.31387)
C (-2.07544, 1.63081, -1.45323)
H (0.60171, 3.51859, -3.46257)
H (4.32531, 1.07570, 4.63160)
H (5.49866, -4.56800, -2.77202)
H (-2.18118, 2.18641, 0.80326)
H (-2.70505, 6.63574, -3.28803)
C (-0.98128, -5.63822, 4.07114)
H (-1.70122, 6.12176, -4.86405)
H (4.31977, -5.43242, -4.13178)
C (0.28032, 1.04404, 2.95552)
N (-1.66923, 4.84022, -3.25119)
H (-0.27559, -3.05612, -0.85759)
C (-0.77089, 1.10891, -1.47867)
C (0.66310, -1.20035, -1.46524)
C (-0.14542, 3.01506, -2.84656)
C (-4.24303, 1.29560, 3.33997)
C (0.57453, 0.43317, 1.71766)
H (-0.06250, 5.54382, -4.43002)
F (-1.06053, 5.51444, -0.67551)
C (1.39072, -3.45702, -2.12554)
C (4.95179, -3.63414, -2.57304)
H (-3.34014, 3.37738, -1.75234)
C (2.67063, -1.53468, -2.77957)
F (5.21360, -3.41321, -5.45848)
C (0.51899, -2.60595, -1.44772)
H (2.19904, 0.30736, -1.88198)
C (-3.70408, 2.03563, 2.28553)
C (-2.22339, 0.18748, 1.70194)
C (-1.41717, 3.60858, -2.69463)
H (4.39270, 2.55961, 3.66098)
H (0.59728, -3.49888, 4.50991)
C (0.19428, 1.88147, -2.12122)
C (-5.34756, 1.87828, 4.16622)
C (2.57208, -2.93711, -2.72147)
H (3.30269, 2.46628, 5.08022)
H (-2.21749, -3.01563, 0.42210)
C (-1.12174, 5.25538, -4.52077)
C (-2.76757, -0.52754, 2.79754)
F (3.92083, -4.73295, -6.67887)
C (-0.86540, -4.40508, 3.22607)
H (-5.03918, 2.83445, 4.60780)
H (-6.23299, 2.07202, 3.54586)
C (3.94481, -3.94568, -5.56735)
H (1.05811, 1.96271, 4.74875)
H (-1.41201, -0.91484, -1.27892)
C (-2.66184, 1.52203, 1.52211)
H (-2.39992, -1.51502, 3.07026)
C (0.15905, -2.26877, 2.78777)
H (2.18397, -0.21023, 0.39451)
C (-1.65534, -4.26134, 2.08265)
H (5.53107, -2.78105, -2.96821)
F (3.09731, -2.88213, -5.77883)
C (-1.55708, 6.47954, -1.52793)
C (-0.62839, -2.10376, 1.62590)
C (3.72401, 1.90632, 4.23721)
H (-4.11579, -0.51957, 4.48329)
C (-3.74011, 0.02882, 3.61717)
F (-0.45431, 7.04691, -2.13651)
H (1.22906, -4.54022, -2.17423)
H (-4.10392, 3.03337, 2.09998)
H (-3.31333, 5.41526, -2.06362)
H (1.23512, 1.60926, -2.07332)
C (-2.37137, 2.90567, -1.92237)
C (-2.44635, 5.85494, -2.56086)
H (2.54899, -5.04934, -4.39560)
H (-5.62122, 1.18793, 4.97210)
H (3.44553, -1.08282, -3.39513)
C (1.83640, -0.70628, -2.04298)
C (1.29475, 1.50939, 3.78023)
C (2.62102, 1.38888, 3.36919)
H (-0.80784, -6.54418, 3.47623)
F (-2.15751, 7.42859, -0.76902)
N (3.63560, -3.71538, -3.17869)
H (3.98783, 0.65321, 1.88252)
C (0.02041, -3.39538, 3.58879)
P (-0.74120, -0.45851, 0.83454)
H (-2.36420, -5.05714, 1.84931)
C (-1.55046, -3.12393, 1.28279)
H (0.85664, -1.50013, 3.11689)
H (-1.20971, 4.45613, -5.27283)
C (-0.53300, -0.33629, -0.91129)
H (-1.98311, -5.71943, 4.51201)

Mulliken atomic charges, in units of e: 0.341 0.643 -1.055 0.359 -1.066 -0.263 0.131 -1.298 0.341 0.314 0.358 0.883 0.349 -1.526 0.341 0.372 -0.282 0.188 0.211 0.188 -0.418 -1.064 1.067 -0.086 0.343 -0.221 -1.039 -0.988 0.297 -1.291 -0.273 -0.553 0.739 -1.070 -0.091 0.438 0.383 0.351 -0.364 -1.478 0.100 0.349 0.382 -1.080 -0.380 -0.268 1.023 0.337 0.347 1.013 0.348 1.067 -0.180 0.082 -0.494 0.488 -0.961 0.288 -0.264 0.991 0.129 -1.513 0.350 -1.265 -0.281 0.463 0.463 0.287 0.093 -0.594 -0.939 0.327 0.361 0.433 0.184 -1.208 1.101 0.367 -0.279 0.341 0.441 -1.055 2.781 0.412 -0.204 0.176 0.358 1.554 0.323